ORCA calculation (ωB97M-V/def2-TZVPD) on C19H11F15N3Na as an isolated structure.

Each line ends with the Löwdin charge.
CARTESIAN COORDINATES (ANGSTROEM)
1 Na -0.28517 -0.10839 0.47650  0.38
2 C 2.31131 0.19418 -1.89994  -0.09
3 N 1.96753 -0.00176 -0.51598  -0.25
4 C 2.40435 -1.26969 0.03599  -0.21
5 C 1.65617 -2.46413 -0.54496  -0.25
6 N 0.23072 -2.29227 -0.38074  0.02
7 C -0.57962 -3.28451 -0.68173  -0.22
8 C -1.98803 -3.08693 -0.48278  -0.15
9 F -2.38546 -1.88854 0.00119  0.08
10 C -2.95576 -4.01174 -0.76495  -0.17
11 F -4.25426 -3.72691 -0.53940  0.08
12 C -2.62493 -5.25644 -1.29130  -0.18
13 F -3.58149 -6.18423 -1.55908  0.05
14 C -1.28897 -5.51053 -1.51502  -0.18
15 F -0.92906 -6.70495 -2.03711  0.07
16 C -0.31008 -4.57714 -1.23055  -0.14
17 F 0.96499 -4.95067 -1.54751  0.03
18 C 2.27016 1.13573 0.32638  -0.21
19 C 1.54671 2.41496 -0.09398  -0.26
20 N 0.14504 2.18317 -0.39462  0.02
21 C -0.62597 3.24255 -0.55678  -0.22
22 C -0.29716 4.62485 -0.70623  -0.14
23 F 1.00253 5.03942 -0.74930  0.03
24 C -1.23995 5.62103 -0.88643  -0.18
25 F -0.82560 6.90116 -1.02447  0.07
26 C -2.58783 5.34767 -0.95267  -0.18
27 F -3.50644 6.33513 -1.11802  0.05
28 C -2.97517 4.01667 -0.82920  -0.17
29 F -4.28865 3.71500 -0.88278  0.08
30 C -2.04545 3.03062 -0.64448  -0.15
31 F -2.49238 1.76343 -0.51760  0.08
32 H 1.97731 -0.65763 -2.49169  0.08
33 H 3.40383 0.31077 -2.04796  0.08
34 H 1.81211 1.08421 -2.28188  0.08
35 H 2.21668 -1.23716 1.11318  0.10
36 H 3.49351 -1.42201 -0.11025  0.12
37 H 2.04570 -3.35274 -0.02736  0.11
38 H 1.94343 -2.59527 -1.60060  0.10
39 H 3.35850 1.35507 0.34090  0.12
40 H 1.99095 0.86702 1.35025  0.10
41 H 2.09689 2.87343 -0.92852  0.10
42 H 1.66319 3.11108 0.75081  0.12
43 F -0.10054 -1.74419 3.53192  -0.07
44 C 0.41513 -0.46050 3.25801  -0.23
45 F -0.75049 0.20315 2.68484  -0.12
46 C 0.46539 0.18364 4.63470  -0.61
47 F 0.80108 1.49175 4.54445  0.09
48 F -0.67643 0.14904 5.37888  0.08
49 F 1.41169 -0.40639 5.40789  0.08

Computed properties:
HOMO energy (eV): -1.6
Energy above the lowest of the compared OMol25 structures with the same formula, charge and spin (kcal per mole): 0.0
Maximum force (eV/A): 0.46
Net charge: -2
HOMO-LUMO gap (Eh): 0.20929
LUMO energy (hartree): 0.150